{
  "formula": "C9H22CuN4O5P",
  "method": "ωB97M-V with the def2-TZVPD basis set",
  "species": ["Cu", "P", "O", "O", "O", "O", "O", "N", "N", "N", "N", "C", "C", "C", "C", "C", "C", "C", "C", "C", "H", "H", "H", "H", "H", "H", "H", "H", "H", "H", "H", "H", "H", "H", "H", "H", "H", "H", "H", "H", "H", "H"],
  "positions_angstrom": [[1.988, 3.459, 1.168], [-0.371, 1.767, 1.874], [-0.043, 3.313, 1.462], [0.513, 1.723, 3.185], [2.463, -0.087, 2.537], [0.849, -1.272, 3.169], [-2.018, -0.313, -0.768], [0.501, 1.017, 0.671], [0.547, 0.805, -1.790], [-1.875, 1.561, 2.112], [-3.100, -2.834, -1.537], [3.142, -0.084, -0.213], [-0.011, 1.313, -3.056], [-2.037, -2.764, -0.562], [-1.202, -1.464, -0.555], [1.338, -0.622, 2.264], [0.199, 1.618, -0.673], [1.926, -1.006, -0.012], [0.765, -0.431, 0.854], [-0.446, -1.385, 0.761], [-0.533, -1.514, -1.409], [-2.876, -2.381, -2.410], [0.083, 1.150, 3.841], [1.546, 0.731, -1.884], [0.705, 2.605, -0.724], [0.785, 1.456, -3.782], [-0.044, -2.380, 0.966], [-2.810, -0.407, -0.227], [-0.868, 3.822, 1.530], [-2.477, -2.898, 0.430], [4.035, -0.541, 0.208], [-0.494, 2.282, -2.924], [3.366, 0.078, -1.266], [-2.281, 0.884, 1.482], [-3.981, -2.497, -1.187], [-0.744, 0.618, -3.456], [-0.866, 1.829, -0.747], [1.536, -1.330, -0.967], [2.267, -1.907, 0.499], [-1.161, -1.205, 1.566], [3.019, 0.881, 0.278], [-1.335, -3.589, -0.708]],
  "lowdin_spin": [0.000, 0.000, 0.000, -0.003, 0.686, 0.247, 0.000, 0.001, 0.000, 0.000, 0.001, 0.011, 0.000, 0.000, 0.004, 0.028, 0.000, 0.000, 0.007, 0.008, 0.000, 0.000, 0.000, 0.000, 0.000, 0.000, 0.001, 0.000, 0.000, 0.000, 0.000, 0.000, 0.002, 0.000, 0.000, 0.000, 0.000, 0.000, 0.000, 0.001, 0.004, 0.000],
  "s_squared": 0.7562,
  "largest_force_ev_per_a": 1.120,
  "lumo_ev": [-5.51, -6.15],
  "mol_weight_g_mol": 360.818,
  "total_charge": 1,
  "multiplicity": 2
}

=====

{
  "formula": "C9H22LiNO3",
  "method": "ωB97M-V with the def2-TZVPD basis set",
  "species": ["O", "O", "O", "N", "C", "C", "C", "C", "C", "C", "C", "C", "C", "Li", "H", "H", "H", "H", "H", "H", "H", "H", "H", "H", "H", "H", "H", "H", "H", "H", "H", "H", "H", "H", "H", "H"],
  "positions_angstrom": [[6.024, 8.751, 1.994], [8.391, 10.677, 3.325], [8.981, 7.613, 2.295], [9.516, 9.973, 0.817], [10.231, 7.711, 1.668], [8.929, 6.603, 3.279], [9.806, 10.533, 3.254], [5.664, 7.795, 1.096], [10.192, 8.693, 0.538], [10.229, 10.810, 1.823], [7.895, 10.406, 4.623], [5.451, 6.417, 1.747], [6.597, 7.656, -0.128], [7.895, 9.299, 1.890], [7.909, 6.583, 3.664], [9.937, 11.844, 1.636], [6.754, 8.626, -0.616], [10.990, 8.002, 2.410], [10.111, 9.551, 3.631], [9.554, 10.507, -0.042], [9.734, 8.248, -0.347], [6.820, 10.553, 4.581], [9.583, 6.834, 4.131], [10.535, 6.740, 1.258], [11.319, 10.722, 1.727], [10.273, 11.298, 3.891], [4.950, 5.703, 1.075], [4.664, 8.053, 0.657], [6.165, 6.979, -0.874], [7.588, 7.257, 0.141], [11.247, 8.843, 0.236], [6.394, 5.920, 2.033], [9.160, 5.625, 2.851], [8.116, 9.377, 4.919], [4.835, 6.491, 2.645], [8.334, 11.105, 5.342]],
  "nbo_charge": [-1.009, -0.563, -0.574, -0.659, -0.078, -0.257, -0.085, 0.123, -0.252, -0.253, -0.249, -0.625, -0.645, 0.861, 0.227, 0.217, 0.193, 0.163, 0.175, 0.383, 0.222, 0.225, 0.167, 0.192, 0.186, 0.184, 0.185, 0.101, 0.199, 0.170, 0.180, 0.167, 0.181, 0.173, 0.208, 0.167],
  "largest_force_ev_per_a": 1.604,
  "lumo_ev": 0.26,
  "mol_weight_g_mol": 199.220,
  "total_charge": 0,
  "de_lowest_kj_mol": 0.0
}

=====

{
  "formula": "C9H22N2Si",
  "method": "ωB97M-V with the def2-TZVPD basis set",
  "species": ["Si", "N", "N", "C", "C", "C", "C", "C", "C", "C", "C", "C", "H", "H", "H", "H", "H", "H", "H", "H", "H", "H", "H", "H", "H", "H", "H", "H", "H", "H", "H", "H", "H", "H"],
  "positions_angstrom": [[0.058, -0.017, -0.086], [-0.130, 1.469, 0.742], [1.676, -0.228, -0.704], [-0.877, -2.892, 0.120], [-1.684, 0.806, -3.009], [-1.069, -0.216, -2.412], [-1.286, 2.129, 1.255], [1.070, 1.910, 1.431], [2.667, -0.899, 0.097], [-0.710, -1.598, 0.848], [-1.980, -1.189, 1.729], [2.124, 0.785, -1.606], [0.816, 2.917, 1.969], [1.482, 1.146, 2.084], [-1.220, 3.160, 1.004], [3.170, -1.601, -0.618], [1.785, 2.211, 0.741], [-2.790, -0.861, 1.110], [1.203, 1.120, -2.179], [0.034, -3.470, -0.051], [3.425, -0.210, 0.439], [-0.004, -1.798, 1.665], [-1.300, 1.941, 2.272], [-1.377, -3.605, 0.831], [-1.536, -2.631, -0.746], [-1.643, 1.787, -2.705], [2.052, -1.280, 0.874], [-2.179, 1.905, 0.718], [-1.733, -0.339, 2.213], [-2.046, 0.623, -4.043], [-2.130, -1.943, 2.481], [2.484, 1.675, -1.068], [-0.975, -1.179, -2.920], [2.624, 0.373, -2.480]],
  "nbo_charge": [1.979, -0.951, -0.908, -0.624, -0.480, -0.453, -0.393, -0.403, -0.394, -0.672, -0.593, -0.442, 0.204, 0.185, 0.187, 0.190, 0.194, 0.208, 0.231, 0.219, 0.175, 0.203, 0.181, 0.202, 0.223, 0.181, 0.195, 0.212, 0.195, 0.176, 0.209, 0.177, 0.176, 0.208],
  "largest_force_ev_per_a": 4.204,
  "lumo_ev": 0.82,
  "mol_weight_g_mol": 186.375,
  "total_charge": 0,
  "de_lowest_kj_mol": 425.9
}

=====

{
  "formula": "C9H22N2Si2",
  "method": "ωB97M-V with the def2-TZVPD basis set",
  "species": ["Si", "Si", "N", "N", "C", "C", "C", "C", "C", "C", "C", "C", "C", "H", "H", "H", "H", "H", "H", "H", "H", "H", "H", "H", "H", "H", "H", "H", "H", "H", "H", "H", "H", "H", "H"],
  "positions_angstrom": [[-0.139, 11.250, -5.207], [1.625, -7.105, 3.858], [0.130, -9.803, 1.314], [1.109, -8.315, 2.520], [1.609, -8.269, 1.305], [0.150, -9.244, 2.547], [0.073, -6.489, 4.743], [1.043, -9.230, 0.511], [-1.328, 10.143, -6.014], [-1.167, -7.324, 4.527], [-0.461, 12.831, -4.218], [-2.248, 9.530, -4.831], [2.787, -8.034, 4.983], [-1.161, 12.712, -3.428], [-2.953, 10.259, -4.457], [-0.837, 9.402, -6.546], [-1.940, 10.715, -6.795], [2.179, -5.749, 2.878], [-1.802, -6.982, 5.275], [-1.691, -7.047, 3.591], [-0.089, -5.339, 4.583], [1.216, -9.676, -0.556], [-0.501, -10.485, 0.864], [-2.787, 8.770, -5.471], [-0.829, 13.643, -4.856], [1.219, 10.783, -4.996], [2.516, -9.135, 5.043], [-1.191, -8.417, 4.726], [2.562, -7.761, 1.188], [0.279, -6.487, 5.791], [3.825, -8.168, 4.848], [-0.532, -9.345, 3.416], [2.641, -7.679, 6.017], [-1.575, 9.073, -4.085], [0.447, 13.003, -3.837]],
  "nbo_charge": [1.721, 1.512, -0.466, -0.603, -0.049, 0.219, -0.900, -0.050, -0.972, -0.626, -1.116, -0.601, -1.167, 0.292, 0.238, 0.270, 0.295, -0.124, 0.239, 0.221, 0.276, 0.277, 0.461, 0.269, 0.296, -0.168, 0.267, 0.198, 0.250, 0.252, 0.280, 0.261, 0.271, 0.223, 0.254],
  "largest_force_ev_per_a": 4.323,
  "lumo_ev": -6.80,
  "mol_weight_g_mol": 214.461,
  "total_charge": 2,
  "de_lowest_kj_mol": 0.0
}

=====

{
  "formula": "C9H22N4O7Sn",
  "method": "ωB97M-V with the def2-TZVPD basis set",
  "species": ["Sn", "O", "O", "O", "O", "O", "O", "O", "N", "N", "N", "N", "C", "C", "C", "C", "C", "C", "C", "C", "C", "H", "H", "H", "H", "H", "H", "H", "H", "H", "H", "H", "H", "H", "H", "H", "H", "H", "H", "H", "H", "H", "H"],
  "positions_angstrom": [[-0.437, 0.256, -0.700], [2.161, 0.567, -2.301], [0.464, -2.321, -2.515], [-0.121, 1.633, 2.198], [-1.191, -0.679, 2.265], [-4.092, 2.567, -0.131], [-0.111, -0.537, -4.303], [1.983, -1.160, 1.112], [-0.985, -1.029, 0.979], [0.328, 1.538, 0.987], [1.551, 0.989, -1.263], [-0.123, -1.844, -1.371], [1.807, 3.324, 1.680], [1.370, 2.337, 0.658], [-0.670, -2.772, -0.583], [-0.850, 0.544, -3.679], [-0.720, -4.203, -0.999], [-1.803, -3.233, 1.681], [-1.194, -2.311, 0.675], [2.032, 2.055, -0.564], [3.202, 2.794, -1.099], [-1.547, 0.986, -4.404], [2.365, -0.931, 1.981], [-0.417, -4.846, -0.165], [0.967, 3.952, 2.007], [4.115, 2.188, -1.044], [-1.455, 0.114, -2.861], [-1.037, -3.776, 2.255], [2.583, 3.980, 1.277], [-0.168, 1.329, -3.334], [0.217, -1.645, -3.241], [-2.440, -2.681, 2.379], [2.216, 2.807, 2.563], [3.049, 3.034, -2.157], [3.364, 3.723, -0.548], [-2.417, -3.990, 1.178], [-4.447, 1.669, 0.005], [-1.742, -4.474, -1.304], [0.782, -0.189, -4.518], [2.761, -1.426, 0.579], [-0.055, -4.345, -1.855], [-3.440, 2.673, 0.592], [-0.806, 0.290, 2.300]],
  "nbo_charge": [1.149, -0.620, -0.559, -0.636, -0.529, -0.940, -0.744, -0.950, -0.161, -0.189, -0.157, -0.209, -0.657, 0.141, 0.236, -0.270, -0.682, -0.674, 0.176, 0.090, -0.652, 0.185, 0.482, 0.237, 0.241, 0.231, 0.192, 0.243, 0.208, 0.203, 0.509, 0.258, 0.233, 0.236, 0.213, 0.226, 0.467, 0.242, 0.508, 0.482, 0.268, 0.476, 0.502],
  "largest_force_ev_per_a": 3.714,
  "lumo_ev": [-0.90, -0.90],
  "mol_weight_g_mol": 417.007,
  "total_charge": 0,
  "de_lowest_kj_mol": 0.0
}

=====

{
  "formula": "C9H23Al2B4Cl5F4KN3O13PS",
  "method": "ωB97M-V with the def2-TZVPD basis set",
  "species": ["K", "Cl", "Cl", "Cl", "Cl", "Cl", "S", "P", "Al", "Al", "F", "F", "F", "F", "O", "O", "O", "O", "O", "O", "O", "O", "O", "O", "O", "O", "O", "N", "N", "N", "C", "C", "C", "C", "C", "C", "C", "C", "C", "B", "B", "B", "B", "H", "H", "H", "H", "H", "H", "H", "H", "H", "H", "H", "H", "H", "H", "H", "H", "H", "H", "H", "H", "H", "H", "H"],
  "positions_angstrom": [[4.331, -9.554, 2.276], [5.431, 5.450, 1.224], [8.298, 5.664, 0.953], [6.648, 5.178, -1.361], [-1.538, -0.005, 3.502], [7.011, 3.105, 0.617], [1.969, 2.947, -1.093], [4.131, 2.517, -4.150], [-7.545, -1.380, 3.493], [0.467, 3.198, 1.674], [1.437, -4.178, 2.361], [-0.042, -4.273, 4.115], [-0.670, -5.036, 2.043], [0.881, -6.205, 3.285], [-6.252, -1.206, 1.549], [4.434, 2.029, -2.737], [3.021, -8.315, 3.188], [-2.850, -0.307, -5.153], [3.863, -6.352, 3.070], [3.468, 3.885, -4.062], [5.416, 2.595, -4.955], [0.519, 2.844, -0.632], [-5.261, 0.958, 1.898], [3.198, 1.554, -4.867], [-5.518, 0.102, -0.299], [3.611, -7.278, 4.967], [-1.803, 1.243, -6.227], [-2.136, 0.675, -5.215], [-3.389, 1.210, 0.294], [3.497, -7.305, 3.750], [-1.015, 0.379, 0.031], [-1.639, 1.213, -3.920], [-5.219, -2.405, -0.583], [-0.396, -1.532, 1.450], [2.921, 2.503, 0.321], [-2.507, 0.102, -0.146], [-0.312, -0.987, 0.036], [6.859, 4.845, 0.355], [2.379, 4.685, -1.095], [-4.687, 0.770, 0.601], [0.404, -4.938, 2.963], [-5.628, -0.247, 2.355], [-5.687, -1.167, 0.224], [3.979, 2.695, 0.140], [-4.166, -2.254, -0.809], [-5.727, -2.364, -1.546], [-5.385, -0.464, 3.511], [-1.063, 0.426, -3.440], [0.446, -1.171, 2.025], [3.449, 4.800, -1.269], [2.513, 3.099, 1.126], [-2.771, -0.237, -1.142], [-2.993, 1.661, 1.110], [-1.021, 2.080, -4.119], [-5.364, -3.362, -0.096], [-0.446, -2.627, 1.495], [2.777, 1.443, 0.532], [-0.870, 0.898, 0.990], [-2.728, -0.753, 0.510], [-0.666, 1.035, -0.756], [0.716, -0.931, -0.317], [1.830, 5.161, -1.904], [-2.503, 1.486, -3.320], [2.098, 5.137, -0.138], [-1.352, -1.083, 1.955], [-0.849, -1.655, -0.635]],
  "mulliken_charge": [0.986, -0.121, -0.091, -0.054, -0.125, -0.102, 0.826, 0.866, 0.717, 0.575, -0.395, -0.385, -0.412, -0.353, -0.375, -0.405, -0.779, -0.558, -0.417, -0.445, -0.404, -0.608, -0.461, -0.414, -0.298, -0.463, -0.527, 0.912, -0.017, 1.206, -0.008, -0.675, -0.749, -0.238, -0.517, -0.628, -0.959, 0.352, -0.808, 0.142, 0.579, 0.630, 0.289, 0.125, 0.232, 0.326, -0.040, 0.225, 0.439, 0.218, 0.210, 0.588, 0.227, 0.370, 0.320, 0.116, 0.303, -0.310, 0.231, 0.481, 0.539, 0.359, 0.270, 0.371, -0.235, 0.344],
  "largest_force_ev_per_a": 4.862,
  "lumo_ev": -9.13,
  "mol_weight_g_mol": 833.899,
  "total_charge": 1
}

=====

{
  "formula": "C9H23B3ClN2O8PS",
  "method": "ωB97M-V with the def2-TZVPD basis set",
  "species": ["Cl", "S", "P", "O", "O", "O", "O", "O", "O", "O", "O", "N", "N", "C", "C", "C", "C", "C", "C", "C", "C", "C", "B", "B", "B", "H", "H", "H", "H", "H", "H", "H", "H", "H", "H", "H", "H", "H", "H", "H", "H", "H", "H", "H", "H", "H", "H", "H"],
  "positions_angstrom": [[0.244, -4.673, 7.623], [2.623, -0.247, 6.934], [-0.498, -4.269, 5.678], [2.175, -4.565, 4.644], [-0.969, -5.762, 5.048], [1.860, 2.425, 0.517], [0.907, 0.411, -1.398], [-4.401, 2.978, -5.323], [-2.462, 1.427, -3.750], [3.530, -2.654, 3.775], [1.067, -2.479, 3.968], [4.665, -4.636, 4.709], [2.455, -0.431, 4.152], [-5.042, 1.744, -5.611], [-0.361, 0.513, -0.765], [-4.162, 3.161, -3.933], [2.041, 1.357, 1.435], [-2.732, 2.810, -3.557], [2.459, 2.170, -0.746], [1.442, 1.676, -1.762], [2.495, -0.285, 5.342], [-1.787, 1.168, -4.972], [2.354, -1.905, 3.945], [1.076, -3.691, 4.661], [3.404, -3.919, 4.372], [3.047, 1.406, 1.864], [-6.113, 1.826, -5.404], [1.311, 1.470, 2.236], [-4.329, 4.221, -3.717], [0.640, 2.409, -1.902], [-2.200, 1.744, -5.802], [-4.877, 2.584, -3.338], [4.506, -5.600, 4.388], [-0.165, -6.125, 4.627], [-1.139, 0.665, -1.520], [1.893, 0.382, 0.965], [-4.622, 0.918, -5.033], [-1.894, 0.107, -5.198], [3.288, 1.462, -0.646], [-0.557, -0.425, -0.245], [2.874, 3.119, -1.101], [-2.018, 3.425, -4.114], [-0.721, 1.397, -4.861], [-2.592, 3.017, -2.491], [-0.396, 1.326, -0.037], [1.947, 1.545, -2.725], [-4.904, 1.532, -6.671], [4.637, -4.728, 5.734]],
  "nbo_charge": [-0.325, 0.030, 0.814, -0.897, -0.927, -0.552, -0.554, -0.551, -0.556, -0.853, -0.866, -1.111, -0.675, -0.257, -0.265, -0.089, -0.258, -0.090, -0.089, -0.088, 0.252, -0.257, 1.250, 0.807, 1.247, 0.171, 0.169, 0.192, 0.186, 0.174, 0.183, 0.175, 0.380, 0.485, 0.185, 0.178, 0.181, 0.191, 0.174, 0.186, 0.184, 0.176, 0.169, 0.185, 0.178, 0.183, 0.190, 0.388],
  "largest_force_ev_per_a": 2.745,
  "lumo_ev": -0.43,
  "mol_weight_g_mol": 418.219,
  "total_charge": 0
}

=====

{
  "formula": "C9H23BO5P",
  "method": "ωB97M-V with the def2-TZVPD basis set",
  "species": ["P", "O", "O", "O", "O", "O", "C", "C", "C", "C", "C", "C", "C", "C", "C", "B", "H", "H", "H", "H", "H", "H", "H", "H", "H", "H", "H", "H", "H", "H", "H", "H", "H", "H", "H", "H", "H", "H", "H"],
  "positions_angstrom": [[2.281, -0.765, -1.094], [1.311, -1.765, -0.023], [4.271, -1.745, 0.848], [1.466, 0.686, -0.473], [-1.599, 2.424, -1.684], [-2.226, -2.031, 2.060], [4.345, 0.886, 0.443], [-3.254, -3.670, 3.431], [0.381, 3.709, -1.568], [0.168, 0.357, -0.036], [-3.005, -2.947, 2.131], [-1.868, 4.676, -2.384], [-3.769, -3.419, 0.920], [-1.081, 3.498, -1.861], [0.167, -1.115, 0.510], [3.744, -0.598, 0.173], [0.903, 4.010, -2.478], [-2.902, 4.377, -2.550], [-1.848, 5.490, -1.657], [-2.639, -3.227, 4.213], [-0.415, 0.366, -0.966], [3.603, 1.363, 1.094], [5.118, -1.947, 0.473], [1.308, -0.961, -2.164], [-0.324, 1.108, 0.596], [4.342, 1.443, -0.495], [-1.443, 5.018, -3.330], [-4.304, -3.579, 3.714], [0.499, 4.481, -0.804], [-0.790, -1.499, 0.151], [0.315, -1.247, 1.584], [-2.990, -4.724, 3.329], [-3.527, -4.462, 0.710], [0.818, 2.776, -1.203], [5.325, 0.888, 0.944], [-3.491, -2.813, 0.060], [2.940, 0.165, -2.032], [-4.842, -3.317, 1.093], [3.015, -1.893, -1.677]],
  "nbo_charge": [0.908, -0.839, -0.957, -0.858, -0.530, -0.508, -1.043, -0.718, -0.742, -0.099, 0.582, -0.717, -0.720, 0.591, -0.080, 0.757, 0.218, 0.224, 0.219, 0.235, 0.163, 0.249, 0.471, -0.172, 0.157, 0.238, 0.221, 0.217, 0.212, 0.153, 0.157, 0.224, 0.224, 0.296, 0.184, 0.246, -0.195, 0.216, -0.184],
  "largest_force_ev_per_a": 1.488,
  "lumo_ev": 2.79,
  "mol_weight_g_mol": 253.064,
  "total_charge": -1
}